Here is C48H120N8O20SSn2 as an isolated structure at a distorted geometry from OMol25. Energies are from wB97M-V/def2-TZVPD.

Net charge   +2
Highest occupied orbital energy   -11.33 eV
Lowest unoccupied orbital energy   -5.61 eV
HOMO-LUMO gap   5.72 eV

XYZ file:
```
199
Properties=species:S:1:pos:R:3:lowdin_charge:R:1
H 4.472 -0.187 -2.133 0.081
H 3.922 -1.903 -5.699 0.084
C 0.734 -5.420 2.095 -0.090
H -4.265 -4.457 0.760 0.076
H 1.073 -6.950 5.751 0.113
O 6.489 -0.288 -3.099 -0.182
O -1.290 -0.487 -5.242 -0.156
H 0.270 -7.546 -2.278 0.088
C 2.700 0.633 -2.662 -0.177
H -4.311 -5.374 3.308 0.078
C 1.087 4.691 1.323 -0.173
H -2.585 -8.660 2.249 0.127
C -1.024 -8.269 3.464 -0.230
C 1.761 -6.998 3.616 -0.204
O 4.408 -1.412 -0.152 -0.259
C 2.745 8.708 -4.290 -0.120
H -3.327 4.273 -5.045 0.128
C 4.885 1.518 -2.870 -0.239
H 6.439 -1.264 -0.540 0.086
H -0.176 -3.422 -0.571 0.104
H 1.179 5.710 -0.399 0.132
C 0.876 -7.505 4.833 -0.165
H -0.646 -0.298 4.909 0.120
H 2.827 -3.492 1.915 0.105
C 0.589 -7.120 -1.327 -0.088
H 2.929 3.502 3.939 0.100
H 0.606 2.340 3.757 0.090
H -2.734 4.896 2.561 0.103
H 4.262 0.823 5.806 0.097
H 3.682 -3.168 -4.510 0.103
H -1.231 3.514 -1.785 0.061
H 3.682 4.418 -2.368 0.081
H -3.026 -0.423 5.390 0.113
H -5.584 1.346 3.745 0.084
O 2.447 4.049 -0.674 -0.240
H 1.746 -7.739 2.817 0.114
H -0.837 -9.273 3.845 0.128
H -2.911 6.100 -4.134 0.119
H -1.235 -1.789 -1.795 0.041
H -1.819 0.849 -6.705 0.101
C -2.355 -3.205 2.136 -0.159
O 1.620 7.954 -3.917 -0.203
C 2.748 -1.485 3.775 -0.193
O 3.163 0.902 3.995 -0.290
O -1.057 1.701 0.891 -0.451
H -0.663 -5.251 -2.938 0.126
C -4.138 -6.411 3.020 -0.110
H -2.994 -8.556 4.011 0.128
H 0.357 4.200 -0.598 0.104
C -5.564 1.607 -2.126 -0.212
C -1.362 0.056 4.169 -0.220
N -0.799 6.026 -4.399 -0.047
C -3.952 -3.487 0.375 -0.057
H -6.864 -1.987 -2.013 0.099
H 5.511 -0.060 -4.875 0.079
C -4.951 3.621 -0.932 -0.136
S -0.223 0.676 0.221 0.150
H -1.466 -3.367 1.527 0.098
H 5.156 0.321 4.477 0.083
C 5.735 -1.839 0.062 -0.086
O -5.338 -0.645 -1.395 -0.300
H -1.222 1.874 -2.377 0.062
C 0.437 8.279 -4.628 -0.208
C 2.295 -0.199 4.337 -0.203
H 4.395 -2.813 2.164 0.122
O 1.489 -5.658 3.280 -0.199
N -0.536 -7.439 4.521 -0.085
H -0.204 -7.435 -0.649 0.070
H 2.469 -1.924 -0.138 0.120
C 0.733 3.380 3.454 -0.189
N -4.537 2.270 -1.361 -0.076
H 1.572 -0.432 -4.193 0.094
H -3.701 2.335 -1.924 0.077
H -0.251 3.734 3.761 0.122
H -0.380 2.947 -3.229 0.091
H 2.428 5.039 6.923 0.081
H 1.836 -1.265 1.919 0.043
H -0.492 -8.132 2.523 0.090
H 2.920 8.720 -5.366 0.089
H -4.913 1.787 5.370 0.100
H -1.613 -0.344 -3.211 0.104
C -2.375 4.146 -4.528 -0.169
H 1.314 -0.033 3.890 0.091
H -1.494 -2.827 4.270 0.116
N -1.228 -2.701 -2.229 -0.034
H 1.034 -8.546 5.115 0.115
H 3.542 -3.330 -0.191 0.131
H 2.128 0.097 -1.905 0.085
C 4.383 1.042 4.745 -0.087
H 6.779 1.228 -1.802 0.121
H 1.994 4.925 4.184 0.111
H 2.794 -6.987 3.964 0.113
H -2.586 1.210 5.738 0.137
H -4.511 -6.563 2.007 0.093
O -3.463 -2.641 1.423 -0.284
H 1.947 5.213 1.743 0.127
H -2.776 -1.411 -4.129 0.125
H -4.247 5.288 0.156 0.123
H 2.012 3.933 -2.729 0.078
C -4.931 1.051 4.566 -0.073
H -0.894 7.614 -3.038 0.113
H 2.506 5.540 -2.213 0.085
H 5.889 -2.832 -0.360 0.104
H -1.846 3.772 1.666 0.052
H 2.248 -2.189 -5.277 0.090
H 1.460 -7.605 -0.885 0.087
H -6.892 -1.681 -0.306 0.088
H 0.795 -3.222 -2.089 0.113
C 2.648 4.475 -2.029 -0.089
O 0.462 -0.088 1.289 -0.428
Sn 3.143 1.384 0.948 1.659
C -3.848 4.277 0.067 -0.185
O 1.655 3.517 5.703 -0.205
C -1.326 2.913 -2.689 -0.102
H 2.102 -2.283 4.142 0.140
H 2.093 -0.303 5.403 0.138
H -6.570 1.657 -1.708 0.124
H -1.043 1.004 3.734 0.104
H 4.671 1.655 -3.930 0.119
H 6.137 -1.880 1.074 0.089
H 7.047 1.629 -3.427 0.130
H 0.069 5.583 -4.135 0.102
H 0.083 -1.875 -3.716 0.094
H -2.794 3.298 3.014 0.080
H -4.806 -3.052 -0.143 0.078
O 3.474 -1.315 -3.888 -0.222
N 4.045 0.726 -2.071 -0.058
H -1.644 7.922 -4.663 0.119
H 2.720 9.745 -3.956 0.088
H 2.518 3.515 7.680 0.083
C -0.808 7.486 -4.117 -0.177
H -5.724 2.098 -3.086 0.126
H -1.964 1.429 -5.138 0.058
C -2.615 0.477 4.932 -0.191
C -2.047 -2.344 3.465 -0.094
C -2.533 -8.060 3.157 -0.214
H 2.249 1.615 -2.802 0.103
H 0.174 9.313 -4.406 0.118
H -2.928 4.546 -0.451 0.107
C -0.393 -5.014 -1.909 -0.216
H 1.424 -5.480 1.254 0.078
N -1.555 -0.947 3.174 -0.052
H 4.710 2.561 -2.609 0.099
H -3.181 0.324 -5.622 0.092
C -2.041 5.485 -3.903 -0.241
H -1.255 -5.273 -1.293 0.110
C 2.603 -0.136 -4.005 -0.143
H -5.192 4.269 -1.775 0.120
C -5.083 0.202 -2.506 -0.184
H 0.142 2.885 1.673 0.027
O -3.837 3.467 1.213 -0.232
C -0.149 -3.548 -1.653 -0.190
H 6.268 -1.592 -4.477 0.102
H -1.106 -3.088 -4.291 0.126
C -0.931 -2.261 -3.603 -0.196
N 0.968 3.361 2.007 -0.068
O -2.767 -6.688 3.069 -0.199
H -3.133 -3.783 -0.281 0.080
H -4.671 -6.923 3.822 0.098
Sn -3.693 0.393 1.044 1.733
C -2.111 0.513 -5.710 -0.122
C 1.233 4.654 -0.135 -0.206
C 3.421 -2.599 1.723 -0.147
O 0.762 -5.678 -1.369 -0.203
N 2.750 -1.413 2.322 -0.075
C 3.267 -2.235 -4.893 -0.118
H -2.579 -4.209 2.495 0.093
H 4.922 1.988 4.790 0.088
H 0.224 5.221 1.725 0.130
C 6.348 1.085 -2.792 -0.181
H 0.534 -4.349 2.082 0.067
H 7.270 -0.225 -5.032 0.102
H -5.907 3.523 -0.420 0.117
H -2.984 -2.218 4.008 0.103
H -1.589 3.791 -5.195 0.119
C 2.660 3.995 6.712 -0.047
H 2.857 0.416 -4.910 0.121
O -3.612 0.925 4.026 -0.335
H -4.019 0.236 -2.740 0.110
H -0.139 -6.069 2.020 0.079
H 0.561 8.222 -5.710 0.125
H -2.122 5.451 -2.817 0.106
H -0.898 -6.507 4.376 0.096
C -6.651 -1.222 -1.265 -0.079
C -2.832 3.908 2.111 -0.120
O -2.490 3.189 -3.470 -0.242
H -0.746 -0.777 2.594 0.051
C 3.419 -2.326 0.215 -0.214
C 1.956 3.841 4.296 -0.185
O 0.688 1.406 -0.642 -0.397
H -7.408 -0.442 -1.346 0.085
H -5.588 -0.177 -3.394 0.133
H -5.291 0.089 4.929 0.096
H 3.651 8.309 -3.833 0.084
C 6.402 -0.511 -4.438 -0.136
H 3.824 -1.591 3.912 0.126
O -1.170 -0.231 -0.405 -0.402
C -1.753 -1.050 -4.030 -0.222
H 3.695 3.879 6.390 0.075
```


Here is one molecule with the formula CH2BrCl2PS at a distorted geometry from OMol25. Energies are from wB97M-V/def2-TZVPD.

Highest occupied orbital energy (spin up / spin down)   -8.59 / -8.71 eV
Lowest unoccupied orbital energy (spin up / spin down)   -1.06 / -1.52 eV
HOMO-LUMO gap (spin up / spin down)   7.53 / 7.19 eV
Energy above the lowest of the compared OMol25 structures with the same formula, charge and spin   23.93 kcal/mol

XYZ file:
```
8
Properties=species:S:1:pos:R:3:nbo_charge:R:1
Br -0.909 -1.118 -0.444 0.430
C -2.420 -0.227 -0.024 -0.589
S 0.953 0.360 -1.216 -0.383
H -2.289 0.332 0.858 0.213
H -3.232 -0.207 -0.956 0.246
Cl 3.574 1.430 -0.084 -0.252
P 1.898 0.647 0.614 0.643
Cl 2.425 -1.217 1.251 -0.307
```


Here is CrH12O6 as an isolated structure at a distorted geometry from OMol25. Energies are from wB97M-V/def2-TZVPD.

Net charge   +3
Highest occupied orbital energy (spin up / spin down)   -25.55 / -26.05 eV
Lowest unoccupied orbital energy (spin up / spin down)   -14.07 / -13.93 eV
HOMO-LUMO gap (spin up / spin down)   11.48 / 12.11 eV
Multiplicity   4
Energy above the lowest of the compared OMol25 structures with the same formula, charge and spin   16.93 kcal/mol

XYZ file:
```
19
Properties=species:S:1:pos:R:3:nbo_charge:R:1
H 3.374 -19.223 -18.330 0.552
H 3.913 -22.869 -17.728 0.560
O 2.547 -19.646 -18.097 -0.866
H 2.395 -21.478 -14.165 0.564
O 3.778 -21.949 -17.603 -0.863
H 3.073 -22.734 -14.860 0.569
H 4.020 -18.840 -15.793 0.565
H 1.506 -23.100 -17.484 0.553
H 0.737 -21.877 -18.209 0.550
O 3.850 -19.761 -15.849 -0.878
Cr 2.472 -20.905 -16.578 1.442
O 0.954 -19.861 -15.873 -0.900
H 4.574 -20.145 -15.284 0.567
O 1.174 -22.180 -17.468 -0.837
H 0.744 -18.893 -15.688 0.575
O 2.442 -22.001 -15.000 -0.853
H 4.256 -21.506 -18.309 0.559
H 1.856 -18.909 -18.149 0.572
H 0.296 -20.089 -15.180 0.571
```


Here is one molecule with the formula C16H20N2O5S2 from OMol25. Energies are from wB97M-V/def2-TZVPD.

Highest occupied orbital energy   -7.83 eV
Lowest unoccupied orbital energy   0.50 eV
HOMO-LUMO gap   8.33 eV
Energy above the lowest of the compared OMol25 structures with the same formula, charge and spin   5.44 kcal/mol

XYZ file:
```
45
Properties=species:S:1:pos:R:3:nbo_charge:R:1
O -0.153 2.439 -3.966 -0.912
C -3.639 -1.569 -0.824 -0.054
C 1.324 2.704 0.354 -0.264
C 2.853 0.737 3.041 -0.641
C -3.916 -0.076 -0.945 -0.646
C 1.457 2.318 -0.997 -0.210
H 2.383 -1.329 -3.629 0.236
C -1.539 -1.482 0.353 0.236
H 2.122 3.135 0.929 0.233
O -1.139 0.342 -3.116 -0.959
H 2.646 -0.774 4.564 0.191
H -3.098 -1.448 1.828 0.221
S -0.044 1.266 -3.158 2.328
H 2.692 -1.423 2.910 0.176
O 0.905 -0.645 3.612 -0.498
N 1.293 0.434 -3.694 -0.834
H 3.935 0.748 3.129 0.216
C 0.172 -0.894 2.494 0.303
H 0.605 -1.500 -3.647 0.220
N 0.267 -1.345 -1.185 -0.627
C 1.456 -0.983 -1.706 0.661
S -0.968 1.792 -0.346 0.521
H 1.735 -0.897 0.997 0.260
H 2.367 2.412 -1.561 0.231
C 0.073 2.475 0.837 -0.389
H -3.635 0.442 -0.031 0.209
C 0.304 1.796 -1.498 -0.571
H -3.966 -2.086 -1.730 0.196
C 2.318 -0.603 3.535 -0.062
C -2.044 -1.330 1.635 -0.266
H -0.515 -1.473 -1.821 0.445
C -0.162 -1.287 0.147 0.196
H -4.972 0.088 -1.136 0.217
H -3.334 0.330 -1.770 0.233
H -4.168 -2.004 0.033 0.167
H 2.440 1.542 3.644 0.210
H -1.592 -0.917 3.687 0.223
C 0.688 -1.018 1.208 -0.348
C -1.201 -1.032 2.689 -0.252
C 1.443 -0.935 -3.238 -0.314
O -2.253 -1.850 -0.757 -0.523
H 2.129 0.993 -3.627 0.406
H 2.582 0.907 2.003 0.218
O 2.445 -0.665 -1.071 -0.627
H -0.299 2.665 1.824 0.245
```


Short version: M = 1399.013 227.878 160.086 384.479 u, in the order given.